This record from the OMol25 dataset describes a 7-piece molecular cluster, C34H63F2NO13PS overall in a non-equilibrium geometry. The level of theory is ωB97M-V/def2-TZVPD.

## Properties
- Charge: -1
- Frontier orbital gap: 6.54 eV
- Calculated total energy: -3305.267879 Ha
- Lowest unoccupied orbital energy: 1.835 eV

XYZ file:
```
115
Properties=species:S:1:pos:R:3:mulliken_charge:R:1
C 0.3068 3.2328 -0.6183 -0.686
C 0.1034 2.9591 -2.1872 -0.689
P 0.1024 1.0827 -2.6596 0.002
C 1.4263 0.3516 -1.5507 -0.450
C -1.6775 0.5461 -2.2908 0.451
S -2.3994 0.7912 -4.0441 1.437
O -1.8643 -0.2530 -5.0093 -0.631
O -1.8762 2.1132 -4.5972 -0.650
F -4.0807 0.8784 -4.0524 -0.244
C -2.5383 1.7027 -1.5232 -0.349
O -3.1330 2.7059 -1.9525 -0.573
O -2.4746 1.2555 -0.1818 -0.285
C -2.3072 -0.2120 -0.0186 0.738
C -1.1069 -0.1713 1.0703 -0.920
O -0.8371 -1.4232 1.7222 -0.337
C 0.5995 -1.6190 1.8838 -0.391
C -3.6274 -0.5302 0.8302 0.123
C -5.0229 -0.1018 0.1242 -1.102
F -3.7040 -1.8509 1.3990 -0.398
C -2.0549 -0.7871 -1.4878 2.099
C -3.2806 -1.5661 -2.2490 -2.448
C -3.5614 -3.0459 -1.6079 -0.054
C -5.1374 -3.3531 -1.6884 -0.674
C -5.8640 -3.6188 -0.2892 -0.409
N -5.4559 -4.9258 0.3677 -0.755
C -0.9321 -1.9455 -1.7249 0.028
O -0.5349 -2.7706 -0.8488 -0.641
O -0.3998 -2.0757 -3.0147 -0.746
H -0.2037 2.4810 0.0753 0.032
H 0.0281 4.3157 -0.3166 0.294
H 1.4380 3.1518 -0.3804 0.278
H 1.0561 3.3633 -2.7107 0.431
H -0.7676 3.5201 -2.6672 0.388
H 2.2004 -0.1486 -2.2533 0.354
H 1.1208 -0.4542 -0.8112 0.027
H 2.0536 1.1203 -0.9516 0.204
H -0.1650 0.3734 0.6738 0.084
H -1.4847 0.5440 1.9056 0.276
H 1.1804 -0.6360 2.0042 0.228
H 1.0755 -2.1776 1.0075 0.180
H 0.7689 -2.2124 2.8580 0.143
H -3.5839 0.1745 1.7499 0.518
H -5.7843 -0.0215 0.9949 0.394
H -4.9933 0.9284 -0.3594 0.225
H -5.4400 -0.8918 -0.5812 0.108
H -2.9889 -1.8288 -3.3387 0.518
H -4.2252 -0.9331 -2.3283 0.401
H -3.0836 -3.1899 -0.5848 0.477
H -3.0592 -3.8376 -2.2882 0.296
H -5.6977 -2.4920 -2.2014 0.325
H -5.3309 -4.2764 -2.3542 0.257
H -5.8366 -2.7311 0.4444 0.211
H -6.9905 -3.7632 -0.5326 0.351
H -5.9386 -4.9124 1.2838 0.257
H -4.4322 -4.8964 0.4775 0.302
C 2.4401 -2.0652 5.8067 -1.301
C 2.1460 -0.6315 5.4540 1.112
O 2.5802 -0.1299 4.4336 -0.647
C 1.2942 0.1575 6.4120 -1.311
H 3.0632 -2.5092 5.0273 0.314
H 2.9798 -2.1114 6.7553 0.399
H 1.5078 -2.6301 5.8738 0.356
H 1.7830 0.2101 7.3874 0.347
H 0.3111 -0.3088 6.5058 0.385
H 1.1652 1.1725 6.0298 0.327
C -8.1881 2.7604 -4.7234 -1.092
C -7.4996 1.6791 -5.5138 0.895
O -7.9185 0.5360 -5.5187 -0.561
C -6.2744 2.0675 -6.2967 -0.994
H -9.0545 2.3375 -4.2098 0.301
H -7.5031 3.1683 -3.9770 0.294
H -8.5305 3.5510 -5.3948 0.326
H -5.5053 2.4441 -5.6190 0.186
H -6.5327 2.8269 -7.0385 0.414
H -5.8839 1.1898 -6.8160 0.246
C -4.8459 -5.4776 -5.7737 -1.200
C -5.4771 -4.1419 -5.4811 0.741
O -5.2668 -3.5604 -4.4344 -0.359
C -6.3784 -3.5543 -6.5348 -1.058
H -4.2234 -5.7770 -4.9276 0.279
H -5.6226 -6.2315 -5.9211 0.342
H -4.2161 -5.4042 -6.6629 0.353
H -7.2234 -4.2224 -6.7161 0.345
H -5.8165 -3.3954 -7.4578 0.352
H -6.7612 -2.5917 -6.1878 0.178
C 7.1264 0.8771 3.5310 -1.083
C 6.6239 0.9206 4.9491 0.744
O 7.3408 0.6091 5.8864 -0.616
C 5.2026 1.3635 5.1639 -0.785
H 8.1660 0.5401 3.5251 0.331
H 6.5281 0.1761 2.9463 0.371
H 7.0790 1.8742 3.0890 0.321
H 4.5203 0.6825 4.6509 0.082
H 5.0706 2.3826 4.7938 0.393
H 4.9759 1.3471 6.2328 0.272
C 8.1419 -0.6375 -0.3670 -1.145
C 7.5848 0.7584 -0.2760 0.872
O 6.6927 1.0330 0.5043 -0.526
C 8.1746 1.8011 -1.1883 -1.162
H 7.6234 -1.2815 0.3466 0.283
H 7.9878 -1.0345 -1.3727 0.378
H 9.2064 -0.6296 -0.1223 0.324
H 8.0218 1.5125 -2.2304 0.353
H 9.2405 1.9173 -0.9800 0.335
H 7.6773 2.7577 -1.0135 0.295
C 8.4498 3.4236 7.0355 -0.983
C 8.1474 4.8355 6.6101 0.863
O 7.0759 5.3564 6.8603 -0.565
C 9.2226 5.5794 5.8623 -1.056
H 7.5871 3.0115 7.5627 0.225
H 8.6505 2.8058 6.1580 0.192
H 9.3092 3.4146 7.7096 0.416
H 9.4578 5.0573 4.9323 0.292
H 10.1161 5.6658 6.4843 0.312
H 8.8664 6.5832 5.6198 0.301
```